[1]
The following is a DFT calculation (wB97M-V/def2-TZVPD) of a structure of composition C19H26AsN4NiO2S2.

Geometry as XYZ:
```
55
C19H26AsN4NiO2S2 (wB97M-V/def2-TZVPD)
As 0.846 -2.116 0.044
Ni 0.047 -0.140 -1.177
S 0.800 -1.013 -3.329
S -1.311 -0.408 2.346
O -1.893 0.156 -1.021
O 0.730 0.804 0.537
N 0.037 1.667 1.277
N 2.353 0.621 -4.766
N 0.049 1.562 -2.314
N 1.006 1.716 -3.306
C 2.104 -3.273 -0.909
C 3.440 -2.572 -1.145
C -0.620 -3.383 0.328
C -0.660 2.587 -2.041
C -1.630 2.271 2.823
C 2.525 -3.074 2.349
C 0.363 2.972 1.133
C -0.944 1.231 2.134
C -2.404 1.310 -0.760
C 1.381 0.573 -3.785
C -3.625 1.394 -0.037
C -1.312 3.592 2.684
C -0.400 -4.533 1.309
C 1.810 -1.877 1.727
C -1.825 2.549 -1.179
C -0.271 3.963 1.819
C -4.203 2.601 0.272
C -2.451 3.762 -0.859
C -3.620 3.813 -0.134
H 1.828 -3.776 2.802
H 3.935 -2.329 -0.202
H 1.629 -3.507 -1.862
H 1.089 -1.425 2.407
H -1.185 -5.286 1.202
H -1.865 4.346 3.232
H 3.196 -2.726 3.139
H 2.238 -4.207 -0.360
H -1.467 -2.769 0.632
H 3.133 -3.625 1.629
H 4.119 -3.198 -1.728
H -2.430 1.952 3.475
H -1.988 4.684 -1.201
H 3.287 -1.643 -1.697
H 0.014 4.994 1.664
H 2.524 -1.088 1.486
H 0.557 -5.032 1.151
H -4.061 0.459 0.290
H -4.079 4.762 0.113
H -0.416 3.528 -2.540
H 1.149 3.141 0.412
H -5.123 2.617 0.845
H -0.426 -4.170 2.337
H -0.842 -3.762 -0.672
H 2.417 -0.201 -5.342
H 2.445 1.509 -5.232
```

Summary:
- total charge = -1
- multiplicity = 3
- DFT total energy (eV) = -153734.170
- Kohn-Sham gap (alpha / beta) (eV) = 7.0 / 7.0
- LUMO level (alpha / beta) (eV) = 2.99 / 2.95



[2]
The following is a DFT calculation (wB97M-V/def2-TZVPD) of a structure of composition C19H26Br39N4 in a non-equilibrium geometry.

Geometry as XYZ:
```
88
C19H26Br39N4 (wB97M-V/def2-TZVPD)
Br -2.463 5.019 -1.044
Br -8.762 4.634 -2.375
Br -7.553 -2.041 -1.855
Br -2.730 8.223 -1.267
Br -0.582 -7.479 1.053
Br -2.037 1.148 3.150
Br -5.591 10.761 -1.487
Br -1.717 10.510 2.055
Br -0.939 -1.824 2.560
Br -2.659 12.099 -1.470
Br -3.812 0.643 0.693
Br -3.522 4.523 -7.146
Br -4.345 -0.274 -2.350
Br -2.971 1.609 9.568
Br -4.900 13.104 0.616
Br 8.238 -7.745 -1.420
Br -1.095 1.861 -2.196
Br -0.266 -0.404 -4.333
Br -6.152 -4.706 -3.004
Br -4.599 2.678 -4.734
Br 10.699 -9.614 -0.506
Br -0.101 -0.306 5.276
Br 7.689 -10.379 0.353
Br -0.009 0.564 8.847
Br -2.794 10.105 5.065
Br -8.072 6.977 -0.272
Br 0.306 10.815 4.545
Br -6.676 4.394 -6.501
Br -5.620 -3.789 0.039
Br 6.552 -2.041 4.746
Br -3.544 -6.433 1.774
Br -1.535 -4.552 0.099
Br 5.574 -1.791 1.686
Br 3.547 -1.081 4.088
Br -0.961 3.491 7.892
Br -0.132 -1.041 -1.177
Br -5.831 5.972 -2.359
Br -1.537 6.888 1.413
Br -5.746 2.391 -1.201
N 5.186 -2.767 -1.369
N 4.133 -7.217 -0.806
N 3.540 -1.076 -2.190
N 5.493 -5.139 -1.399
C -7.730 6.250 -2.044
C -2.084 -6.377 0.491
C 5.399 -1.097 3.495
C -5.080 0.612 -0.782
C 4.252 -7.749 0.607
C 0.040 0.322 -2.555
C -1.280 9.923 3.857
C 4.701 -1.339 -1.250
C 6.862 -4.586 -1.755
C -4.559 12.377 -1.156
C -6.888 -3.820 -1.436
C -0.573 -0.108 3.399
C 8.818 -9.553 -0.999
C 6.645 -2.944 -1.727
C -1.510 1.666 8.284
C -4.877 4.302 -5.768
C 5.435 -6.649 -1.325
C -2.767 6.681 -0.080
C 4.443 -4.072 -1.184
H 1.076 0.675 -2.527
H 5.628 -7.096 -2.415
H -3.776 6.627 0.342
H -4.896 13.126 -1.879
H 5.626 -0.649 -1.553
H 7.450 -2.108 -1.925
H 8.708 -10.145 -1.913
H 6.387 -6.989 -0.691
H -1.045 8.855 3.797
H -4.770 5.144 -5.076
H -7.747 -4.413 -1.106
H 7.861 -5.165 -1.968
H 3.699 -8.799 0.632
H -2.462 -6.804 -0.444
H 3.314 -4.241 -0.927
H 5.348 -7.933 0.977
H -5.939 0.018 -0.453
H 0.301 0.315 2.893
H 3.801 -1.567 -3.080
H 2.668 -1.460 -1.763
H -8.068 6.999 -2.768
H 3.809 -8.051 -1.379
H 4.472 -1.051 -0.117
H -1.888 1.238 7.350
H 5.737 -0.056 3.472
H 3.751 -7.017 1.393
```

Summary:
- total charge = +1
- DFT total energy (eV) = -2757725.158
- Kohn-Sham gap (eV) = 7.6
- LUMO level (eV) = -3.49



[3]
The following is a DFT calculation (wB97M-V/def2-TZVPD) of a cluster of 2 separate species, C19H26Br3ClNO6P in total in a non-equilibrium geometry.

Geometry as XYZ:
```
57
C19H26Br3ClNO6P (wB97M-V/def2-TZVPD)
Br -1.486 2.043 -1.360
Br -3.872 -1.489 -3.233
Br 1.638 -1.339 -4.833
Cl -3.318 -1.809 0.091
P 0.194 -0.087 -3.712
O -2.492 4.735 1.815
O -0.348 4.122 1.603
O 4.187 -2.133 -6.660
O 1.097 1.132 -3.114
O 6.230 -1.708 -5.911
O 5.902 -2.038 -8.130
N -0.218 -1.073 -2.243
C 0.593 0.508 3.476
C -0.981 -3.391 1.279
C -0.712 -2.593 0.028
C -2.801 0.973 -2.266
C 5.567 -1.946 -6.954
C -3.982 1.706 -2.845
C 1.820 1.335 3.003
C 1.368 2.363 1.924
C 0.741 -1.826 2.464
C -2.610 -0.340 -2.334
C 0.989 -0.982 3.750
C -1.716 -1.841 -0.586
C -2.100 2.384 2.039
C -1.457 -1.090 -1.731
C 0.759 -1.803 -1.671
C -0.596 -2.575 2.565
C -1.681 3.845 1.829
C 0.548 3.523 2.557
C 0.561 -2.561 -0.569
H 0.655 1.961 -3.349
H 0.386 -1.355 4.589
H -4.335 2.437 -2.102
H -2.070 2.107 3.099
H 0.794 1.835 1.149
H 1.582 -2.530 2.352
H 0.088 0.954 4.341
H -4.827 1.040 -3.041
H 2.052 -0.983 4.019
H 0.778 -1.114 1.625
H -0.111 0.478 2.632
H 2.552 0.666 2.534
H -2.045 -3.620 1.388
H -0.492 -3.298 3.384
H -3.120 2.265 1.659
H 1.278 4.289 2.848
H 1.338 -3.158 -0.100
H -1.456 1.736 1.437
H 4.317 -1.995 -5.708
H 2.216 1.903 3.855
H -0.363 -4.296 1.245
H 2.262 2.810 1.468
H 1.766 -1.783 -2.088
H 0.049 3.197 3.480
H -1.378 -1.834 2.782
H -3.736 2.241 -3.769
```

Summary:
- total charge = 0
- DFT total energy (eV) = -265836.736
- Kohn-Sham gap (eV) = 3.4
- LUMO level (eV) = -2.73



[4]
The following is a DFT calculation (wB97M-V/def2-TZVPD) of a structure of composition C19H26ClIrN3O in a non-equilibrium geometry.

Geometry as XYZ:
```
51
C19H26ClIrN3O (wB97M-V/def2-TZVPD)
Ir -0.006 0.075 -0.065
Cl 3.983 -2.790 1.314
O -3.482 -0.965 -1.527
N -3.326 1.986 1.115
N -2.436 -0.067 0.430
N -4.734 -0.936 0.323
C 5.657 -3.569 3.297
C 1.170 -0.765 -2.016
C 0.962 1.027 2.038
C 5.032 -5.276 1.557
C 5.366 -3.793 1.802
C 0.392 -1.883 -1.573
C -3.000 0.703 1.330
C -0.397 1.446 1.978
C -1.070 -0.188 -2.212
C 0.702 2.343 0.132
C -4.003 0.142 2.259
C 0.273 0.285 -2.418
C -0.991 -1.524 -1.690
C 1.645 1.579 0.901
C -5.839 -1.487 -0.480
C -3.461 -0.675 -0.310
C -4.918 -0.613 1.607
C 6.600 -3.398 0.971
C -0.565 2.261 0.797
H 4.774 -3.839 3.891
H 1.413 0.448 2.836
H -1.163 1.240 2.718
H -3.378 2.271 0.149
H -6.062 -0.831 -1.314
H 0.911 2.922 -0.752
H 6.391 -3.546 -0.097
H -4.337 0.692 3.114
H 4.145 -5.556 2.140
H 0.775 -2.849 -1.266
H -3.924 2.524 1.746
H -1.830 -2.168 -1.488
H -1.471 2.775 0.509
H 4.813 -5.435 0.493
H 7.480 -3.994 1.239
H 6.834 -2.338 1.135
H 2.252 -0.743 -2.113
H -5.875 -0.811 2.073
H -5.575 -2.478 -0.849
H 5.859 -5.933 1.845
H -1.976 0.345 -2.472
H 0.545 1.236 -2.849
H 2.709 1.497 0.697
H -6.739 -1.564 0.138
H 5.884 -2.510 3.475
H 6.506 -4.170 3.642
```

Summary:
- total charge = +2
- multiplicity = 6
- DFT total energy (eV) = -41980.404
- Kohn-Sham gap (alpha / beta) (eV) = 7.3 / 4.7
- LUMO level (alpha / beta) (eV) = -7.13 / -10.07



[5]
The following is a DFT calculation (wB97M-V/def2-TZVPD) of an isolated molecule of C19H26ClN3O4.

Geometry as XYZ:
```
53
C19H26ClN3O4 (wB97M-V/def2-TZVPD)
Cl 3.028 -7.153 0.221
O 0.319 4.460 -2.202
O -0.087 -3.591 1.463
O 3.238 -1.461 -1.123
O -0.529 -0.046 0.594
N -1.657 3.112 -0.687
N -2.774 -0.270 0.677
N 1.730 -2.281 1.161
C -0.036 -1.639 2.796
C 2.367 -4.579 0.622
C -1.527 -0.473 1.144
C -0.270 3.119 -0.261
C -1.479 -1.291 2.428
C 2.383 -3.219 0.327
C -3.686 1.859 -0.175
C -1.030 4.463 -2.600
C 3.069 -5.469 -0.168
C 2.326 -0.964 1.068
C 3.136 -2.771 -0.767
C 2.398 -0.582 -0.410
C 3.815 -5.034 -1.251
C 0.523 -2.577 1.733
C -2.610 2.805 0.365
C 3.846 -3.686 -1.539
C -1.965 4.338 -1.397
C -3.078 0.496 -0.511
C 0.620 3.279 -1.493
H -2.035 -2.218 2.274
H 3.335 -0.991 1.497
H -3.076 3.716 0.771
H -3.763 -0.085 -1.136
H 4.416 -3.308 -2.372
H -0.035 -2.205 3.730
H -2.139 0.653 -1.045
H -3.000 4.304 -1.743
H -1.838 5.225 -0.747
H 1.381 -0.599 -0.821
H 0.548 -0.735 2.941
H -2.085 2.307 1.184
H -0.062 3.943 0.446
H 1.723 -0.218 1.573
H 2.820 0.417 -0.540
H -0.047 2.164 0.216
H 0.482 2.406 -2.148
H -1.195 5.407 -3.123
H -1.954 -0.725 3.233
H 4.362 -5.739 -1.856
H -4.116 2.284 -1.082
H -3.555 -0.631 1.202
H 1.670 3.355 -1.205
H -1.219 3.625 -3.287
H -4.484 1.742 0.561
H 1.797 -4.938 1.462
```

Summary:
- total charge = 0
- DFT total energy (eV) = -45308.420
- Kohn-Sham gap (eV) = 8.7
- SMILES string = O=C(CCC(=O)N1CCOc2ccc(Cl)cc21)NCCCN1CCOCC1
- LUMO level (eV) = 0.58



[6]
The following is a DFT calculation (wB97M-V/def2-TZVPD) of a structure of composition C19H26CrN11O2Te in a non-equilibrium geometry.

Geometry as XYZ:
```
60
C19H26CrN11O2Te (wB97M-V/def2-TZVPD)
Te -0.546 -1.118 0.801
Cr 1.629 0.112 -0.145
O 2.163 0.074 1.872
O 3.372 0.246 3.757
N 1.930 4.880 -0.530
N 2.263 -1.715 -0.379
N 4.367 0.589 0.385
N 4.389 0.504 1.784
N 1.519 0.725 -4.290
N -0.221 -4.419 -0.837
N 1.564 2.105 -0.139
N 1.661 1.950 -3.769
N 1.467 0.403 -2.140
N 1.238 -6.129 -1.395
N 2.086 -4.078 -0.933
C -3.121 0.430 1.442
C 1.030 -4.854 -1.037
C -2.226 -0.752 -2.052
C -4.319 0.151 -1.042
C 3.233 0.262 2.439
C -2.996 -0.229 -0.877
C 1.401 -0.192 -3.319
C -2.411 -0.139 0.384
C 2.176 0.046 4.516
C -6.530 0.927 -0.132
C 1.684 2.680 -1.398
C 2.112 -2.846 -0.638
C 1.620 1.748 -2.459
C 1.733 4.334 0.693
C -4.440 0.799 1.244
C 1.883 4.059 -1.547
C -5.071 0.628 0.019
C 1.572 2.985 0.882
C -2.488 0.621 2.784
H -1.512 1.094 2.674
H -6.751 1.941 0.196
H -1.213 -0.342 -2.058
H 2.511 -0.129 5.532
H 4.706 1.497 0.072
H -0.996 -5.056 -0.904
H 5.245 0.620 2.315
H -2.716 -0.480 -2.984
H -6.848 0.807 -1.165
H -0.391 -3.484 -0.451
H -3.109 1.244 3.418
H -7.105 0.239 0.490
H 1.616 -0.810 4.140
H 2.035 4.470 -2.537
H 1.447 2.567 1.873
H 1.546 0.936 4.476
H 1.734 5.026 1.520
H -2.348 -0.344 3.270
H -4.779 0.050 -2.015
H 1.514 0.610 -5.292
H 0.484 -6.789 -1.466
H 1.266 -1.241 -3.493
H -2.160 -1.840 -2.002
H 2.176 -6.436 -1.584
H -5.001 1.212 2.069
H 4.928 -0.149 -0.037
```

Summary:
- total charge = +1
- multiplicity = 5
- DFT total energy (eV) = -76321.909
- Kohn-Sham gap (alpha / beta) (eV) = 4.9 / 5.5
- LUMO level (alpha / beta) (eV) = -3.46 / -3.58



[7]
The following is a DFT calculation (wB97M-V/def2-TZVPD) of a structure of composition C19H26CsF6N5PS2.

Geometry as XYZ:
```
60
C19H26CsF6N5PS2 (wB97M-V/def2-TZVPD)
Cs 0.553 -0.160 1.432
S -2.245 -0.479 -0.821
S -4.264 2.701 3.214
P 3.922 1.197 1.321
F 4.862 0.937 0.052
F 3.509 -0.403 1.333
F 4.242 2.763 1.300
F 2.645 1.455 0.296
F 5.107 0.902 2.342
F 2.874 1.417 2.562
N -0.878 2.763 1.075
N 1.272 -3.208 1.146
N -4.662 0.403 -0.066
N -3.219 1.934 -1.093
N 1.209 -1.317 -1.755
C -1.603 5.407 0.647
C 1.113 -3.338 -0.303
C -2.833 2.277 2.317
C -3.610 0.217 3.174
C -4.109 2.940 -0.991
C 2.105 -0.308 -2.310
C -0.426 4.906 0.114
C -5.524 1.376 0.038
C -3.447 0.650 -0.638
C -4.552 1.072 3.665
C 2.592 -3.646 1.581
C -0.104 3.579 0.365
C -5.311 2.700 -0.414
C -2.664 0.945 2.434
C -2.415 4.568 1.392
C -2.019 3.246 1.576
C 1.988 -2.365 -1.105
C 0.238 -3.970 1.826
C 0.381 -1.848 -2.828
H -6.057 3.470 -0.303
H -2.301 2.092 -1.487
H 1.517 0.511 -2.728
H -3.609 -0.851 3.326
H 2.768 -4.707 1.339
H -3.796 3.900 -1.378
H 0.271 -5.042 1.571
H 2.688 -1.870 -0.430
H -0.318 -2.598 -2.460
H 0.831 3.156 0.009
H -1.881 6.441 0.492
H -3.341 4.929 1.821
H 2.734 -0.722 -3.115
H 0.995 -2.306 -3.621
H 0.065 -3.126 -0.525
H -6.467 1.123 0.514
H -0.748 -3.591 1.548
H 0.358 -3.879 2.907
H -0.206 -1.040 -3.265
H 2.755 0.092 -1.535
H 1.301 -4.380 -0.611
H 3.370 -3.046 1.114
H 0.246 5.527 -0.461
H 2.595 -2.924 -1.838
H 2.684 -3.518 2.660
H -5.402 0.830 4.283
```

Summary:
- total charge = 0
- multiplicity = 2
- DFT total energy (eV) = -75392.566
- Kohn-Sham gap (alpha / beta) (eV) = 8.0 / 7.1
- LUMO level (alpha / beta) (eV) = -0.53 / -1.46



[8]
The following is a DFT calculation (wB97M-V/def2-TZVPD) of an isolated molecule of C19H26FN3O2 in a non-equilibrium geometry.

Geometry as XYZ:
```
51
C19H26FN3O2 (wB97M-V/def2-TZVPD)
F 3.563 -3.960 -2.280
O -2.393 -0.020 -2.303
O -0.741 1.383 3.110
N 0.381 2.017 1.244
N 2.649 0.943 -0.102
N -1.953 0.340 0.109
C 2.537 0.990 1.453
C 3.561 -1.376 0.034
C -2.732 2.153 -1.318
C 1.968 1.919 -0.587
C 3.898 -2.633 -0.433
C 2.383 -0.474 -1.809
C -3.204 -1.811 0.267
C 0.535 2.077 -0.220
C 2.462 -1.821 -2.456
C -3.102 -3.240 1.047
C -2.622 2.681 0.257
C 1.609 2.082 1.912
C -2.052 1.586 0.988
C -0.801 1.645 1.682
C 3.223 -2.798 -2.072
C -2.241 0.659 -1.040
C 2.875 -0.498 -0.543
C -1.754 -0.838 0.417
C -0.467 -1.555 -0.140
H -3.690 2.027 -1.427
H -3.537 2.881 0.487
H -4.131 -1.299 0.545
H -2.914 1.040 1.809
H 2.107 1.740 -1.738
H -2.343 -3.879 0.473
H 0.056 3.091 -0.415
H 4.404 -3.280 -0.134
H 1.157 1.736 2.919
H -0.512 -2.522 0.181
H 3.654 1.401 1.851
H -1.969 3.262 0.268
H -3.207 -1.990 -0.847
H 0.288 -0.941 0.147
H 2.222 -2.147 -3.336
H 4.095 -0.979 0.867
H 2.320 -0.093 2.089
H -2.974 -3.079 1.973
H -1.673 -0.845 1.688
H 2.458 2.896 -0.370
H 1.539 -0.025 -2.480
H -2.005 2.665 -1.889
H -3.930 -3.877 0.791
H -0.671 -1.688 -1.392
H 1.890 3.151 1.628
H -0.215 1.299 -0.902
```

Summary:
- total charge = 0
- DFT total energy (eV) = -31387.515
- Kohn-Sham gap (eV) = 8.1
- SMILES string = CC[C@@H](C)N1C(=O)CC[C@@H]1C(=O)N1CCN(c2ccc(F)cc2)CC1
- LUMO level (eV) = 0.13